C2H4N4O2 | wB97M-V/def2-TZVPD

Atoms and positions in Å:
C -1.3032 0.2226 0.8679
C -0.1392 0.1408 -0.2150
H 2.7080 0.3406 0.1352
H 1.6009 -0.9804 -0.4199
H -2.4122 0.2932 0.5086
H -1.3056 -1.4639 -2.4904
N 1.9564 -0.3051 0.3419
N 1.0656 0.6829 0.5580
N -1.0192 0.7910 1.9818
N -0.1891 0.0304 -1.5004
O 0.4497 0.7233 1.9271
O -1.4122 -0.4756 -1.6946

Force components x, y, z for each atom (eV/Å):
-2.4 1.6 -2.6
-0.3 3.3 2.8
1.2 -1.6 -0.7
1.4 1.5 1.5
2.2 -0.7 0.8
-0.3 4.7 3.5
1.6 -1.1 -0.1
-6.5 -0.3 -1.9
3.3 -2.2 -2.8
1.8 -0.3 3.0
0.4 0.7 2.0
-2.4 -5.5 -5.2

Results
Energy relative to the best compared isomer or geometry (same formula, charge and spin) (kcal/mol): 198.4
Total energy (eV): -12184.885
Maximum force (eV/A): 7.97
E_LUMO (eV): -0.4
HOMO-LUMO gap (hartree): 0.31998

---

C5H8N2O3 | wB97M-V/def2-TZVPD

Atoms and positions in Å:
C -2.7158 2.4017 0.0647
C 1.1526 -0.7001 -0.0216
C -0.3669 -0.6807 0.0731
C -0.8398 0.8046 -0.2727
C -2.1078 1.0997 0.2840
N -3.1442 3.4372 0.0156
N -3.4367 -1.1435 -0.0458
O -2.7905 -1.3850 0.9370
O -4.0439 -1.8948 -0.7207
O -3.3826 0.0728 -0.5832
H 1.3307 -1.7574 0.2209
H 1.3951 -0.4430 -0.9976
H 1.5695 -0.0019 0.7107
H -0.7401 -0.9205 1.0112
H -0.5362 -1.5693 -0.5581
H -0.7041 1.0096 -1.3317
H -0.1607 1.5143 0.1086
H -2.2194 0.6917 1.3290

Force components x, y, z for each atom (eV/Å):
1.5 -3.5 0.6
-1.2 -0.7 2.7
1.6 1.6 -1.8
1.2 -3.2 -2.0
-4.4 -1.3 0.4
-1.3 3.2 -0.3
1.1 0.3 -0.7
-0.4 -0.3 1.3
-1.4 -1.6 -0.6
2.3 3.0 1.5
1.1 0.5 -0.2
1.0 0.3 -1.7
0.4 -0.3 -0.2
-0.2 -0.4 1.8
-1.5 1.0 -0.4
-0.7 -0.1 -0.4
1.1 0.8 1.2
-0.2 0.7 -1.2

Results
Energy relative to the best compared isomer or geometry (same formula, charge and spin) (kcal/mol): 158.6
Total energy (eV): -14430.868
Maximum force (eV/A): 4.59
E_LUMO (eV): -0.6
HOMO-LUMO gap (hartree): 0.38814

---

C13H4Cl4F3O2S | wB97M-V/def2-TZVPD

Atoms and positions in Å:
Cl 2.9380 -1.6941 1.3811
C 1.4742 -0.8251 1.4200
C 1.4549 0.5351 1.5066
Cl 2.8721 1.4860 1.4633
C 0.1979 1.3198 1.6312
O 0.1581 2.5309 1.5507
C -1.1396 0.5590 1.8659
Cl -2.4531 1.3750 0.9411
C -1.0362 -0.8705 1.5631
Cl -2.4564 -1.7595 1.3318
C 0.2109 -1.6245 1.4957
O 0.2588 -2.8545 1.5780
F 1.2911 -2.1986 8.5575
C 1.8492 -1.2020 7.8043
F 2.3746 -0.2852 8.6740
F 2.9164 -1.7675 7.1395
C 0.8651 -0.5893 6.8324
C 1.0545 0.7321 6.4320
C 0.2917 1.2375 5.3853
C -0.6678 0.4147 4.7653
S -1.7779 1.0950 3.6041
C -0.8769 -0.8995 5.2131
C -0.1252 -1.3937 6.2697
H 1.7672 1.3584 6.9575
H 0.3961 2.2652 5.0490
H -1.6551 -1.4971 4.7380
H -0.3167 -2.3798 6.6805

Force components x, y, z for each atom (eV/Å):
0.0 -0.1 -0.2
-0.3 1.7 0.6
-0.2 -1.0 0.0
0.4 0.2 0.0
-1.1 0.7 -0.1
0.7 -0.8 0.1
0.8 -0.9 -0.2
0.0 0.3 -0.4
2.5 0.3 0.0
-1.0 -0.7 0.3
-2.4 0.7 0.8
0.4 -0.1 -0.5
0.5 0.7 -0.5
0.2 -0.2 0.2
-0.3 -0.7 -0.6
-0.9 0.5 0.7
0.4 -0.2 0.3
-0.1 -0.1 -0.2
-0.3 -0.5 0.0
0.4 -0.3 0.5
-0.3 0.2 -0.5
0.1 0.3 0.0
0.2 0.1 -0.1
0.1 -0.1 -0.2
0.0 -0.2 0.1
0.2 0.1 0.1
0.2 0.0 -0.2

Results
Energy relative to the best compared isomer or geometry (same formula, charge and spin) (kcal/mol): 0.0
Charge: -1
Total energy (eV): -86720.073
Maximum force (eV/A): 2.63
E_LUMO (eV): 2.2
HOMO-LUMO gap (hartree): 0.22095

---

C6H13N2 | wB97M-V/def2-TZVPD

Atoms and positions in Å:
C -0.8123 2.1716 0.3845
C -0.5565 0.7938 0.0805
C -1.5234 -0.4719 0.0604
C -2.8797 -0.2896 -0.3895
C 3.0812 -0.4063 0.1540
C 1.7652 0.0247 -0.5662
N -0.9656 -1.4737 0.6008
N 0.7224 0.2083 0.4210
H -1.9809 2.4957 0.4955
H -0.4840 1.2175 -1.0365
H -3.4740 0.3555 0.2060
H -3.5298 -1.0804 -0.2714
H -2.8210 0.2622 -1.2865
H 2.9607 -1.2387 0.7720
H 3.9006 -0.6824 -0.6536
H 3.3430 0.2611 0.9088
H 1.6026 -0.6611 -1.3451
H 1.8311 0.9233 -1.0556
H -1.5916 -2.2758 0.7107
H 0.9594 0.7487 1.2255
H 0.4527 -0.8825 0.5848

Force components x, y, z for each atom (eV/Å):
-1.7 0.3 1.2
-1.8 -0.7 -2.8
1.1 0.9 1.8
0.2 1.3 0.5
0.3 -0.3 -3.4
2.7 0.0 1.4
-0.9 -0.7 -0.5
-0.5 -1.7 0.0
2.6 -1.2 -1.0
-0.4 -0.2 1.0
0.1 1.5 1.2
-0.9 -2.5 -0.9
-0.5 0.0 -1.7
-0.7 -2.1 0.4
-1.5 1.0 1.9
1.1 2.0 0.6
-1.3 -1.4 -0.6
0.9 2.4 -1.2
0.3 0.0 -0.1
1.3 0.0 0.8
-0.6 1.5 1.2

Results
Energy relative to the best compared isomer or geometry (same formula, charge and spin) (kcal/mol): 143.0
Charge: +1
Total energy (eV): -9400.669
Maximum force (eV/A): 3.45
E_LUMO (eV): -4.7
HOMO-LUMO gap (hartree): 0.31976

---

C27H26N5O2S2Y | wB97M-V/def2-TZVPD

Atoms and positions in Å:
Y -0.7662 0.3227 -0.2034
O 5.0665 0.2784 -5.3413
C 5.4604 -0.0443 -4.0561
O 6.6183 -0.2784 -3.8519
C 4.4400 -0.0951 -3.0039
C 4.8615 0.0406 -1.6627
C 3.9600 0.0751 -0.6220
C 2.5837 -0.1371 -0.8846
C 2.1562 -0.3537 -2.2002
C 3.0761 -0.3034 -3.2302
N 1.6345 -0.0095 0.1181
C 1.9434 -0.1272 1.4333
C 1.0145 0.0695 2.4403
C 1.2579 -0.2826 3.7870
C 0.2674 -0.1256 4.7413
C -0.9585 0.4120 4.3386
C -1.1714 0.7105 3.0277
N -0.2465 0.4955 2.0824
H 4.2371 0.7746 -5.3843
H 5.9414 0.1707 -1.4699
H 4.2703 0.2215 0.4243
H 1.0820 -0.5662 -2.3847
H 2.6707 -0.4018 -4.2543
H 2.9200 -0.5393 1.7306
H 2.2372 -0.7138 4.0230
H 0.4416 -0.4222 5.7840
H -1.7734 0.5830 5.0685
H -2.1238 1.1073 2.7048
C 1.0990 3.2671 -0.3379
C -0.3349 3.6581 -0.2431
C -0.6614 5.0033 -0.1077
C -1.9678 5.4154 -0.0416
C -2.9907 4.4408 -0.0941
C -4.3607 4.7956 -0.0771
C -5.3584 3.8388 -0.0749
C -5.0145 2.4829 -0.1081
C -3.6631 2.0695 -0.1736
S -3.4231 0.3199 -0.1468
C -2.6348 3.0803 -0.1677
N -1.3067 2.7034 -0.2758
H 1.7262 4.1572 -0.5443
H 1.2724 2.5400 -1.1627
H 1.4576 2.8125 0.6133
H 0.1446 5.7540 -0.1182
H -2.2285 6.4670 0.0816
H -4.6226 5.8577 -0.0171
H -6.4187 4.1345 -0.0591
H -5.7537 1.6860 -0.0696
C -1.9735 -5.2123 1.8151
N -1.3730 -4.9750 0.5214
C -1.0434 -6.0641 -0.4052
C -0.3312 -5.3673 -1.5830
N -0.3973 -3.9842 -1.1614
C -0.9432 -3.7745 0.0504
S -1.0404 -2.2808 0.8828
H -2.8519 -5.8578 1.6854
H -2.2337 -4.2326 2.2311
H -1.2699 -5.7182 2.4949
H -1.9765 -6.5944 -0.7289
H -0.4448 -6.8253 0.1295
H -0.8439 -5.5184 -2.5652
H 0.7190 -5.7390 -1.6983
H -0.0572 -3.2014 -1.6985

Force components x, y, z for each atom (eV/Å):
-1.2 0.3 0.0
0.1 -0.2 1.0
1.1 0.4 -2.0
-0.7 0.0 0.2
-1.3 -0.1 1.6
0.9 0.2 -0.3
-0.8 -0.4 0.2
1.5 0.1 -0.4
-0.3 0.1 0.9
-0.2 0.1 -1.3
-0.2 -0.1 4.2
1.6 -1.1 -5.1
-3.5 0.2 2.8
0.9 0.0 -1.2
-0.5 0.1 0.2
0.0 -0.3 2.1
0.2 0.0 -1.3
0.8 0.4 0.3
0.1 -0.2 0.2
-0.7 -0.1 -0.2
0.1 0.1 -0.8
0.7 0.2 -0.1
0.5 -0.1 0.6
-0.3 0.4 -0.2
-0.4 0.3 0.1
-0.1 0.2 -0.5
0.7 -0.1 -0.5
-0.1 -0.1 -0.2
0.7 -0.4 -0.1
-1.5 -0.8 0.0
0.4 1.2 -0.1
-0.1 -0.5 0.1
-0.5 0.3 0.0
-0.7 0.2 0.3
0.0 0.7 -0.1
1.6 -0.5 -0.1
-1.2 1.0 0.3
1.4 0.1 -0.1
-0.1 -1.1 -0.4
1.1 0.3 0.3
-0.3 -0.6 0.1
0.0 0.4 0.4
-0.2 0.3 -0.5
-0.4 -0.5 0.1
0.1 -0.3 -0.2
0.1 -0.4 -0.1
0.7 -0.1 0.0
0.0 0.3 -0.1
0.0 0.0 0.2
0.6 1.5 -0.5
-0.8 -1.0 0.1
0.3 -0.9 -0.6
0.2 1.3 0.1
-0.2 -1.9 -0.2
0.0 -0.2 -0.2
0.1 0.3 0.1
-0.2 -0.4 0.0
-0.2 0.1 -0.2
0.7 0.6 0.3
0.0 0.5 -0.4
0.3 0.1 0.9
-0.8 0.5 0.1
0.0 -0.3 0.0

Results
Energy relative to the best compared isomer or geometry (same formula, charge and spin) (kcal/mol): 0.0
Charge: +2
Total energy (eV): -62670.277
Maximum force (eV/A): 5.49
E_LUMO (eV): -7.7
HOMO-LUMO gap (hartree): 0.18353

---

C28H22Cl3MoN4O5S2 | wB97M-V/def2-TZVPD

Atoms and positions in Å:
Mo -0.8739 -0.3002 -0.1549
C 0.1654 -2.3249 2.1519
C -0.6595 -1.0904 1.9235
N -1.8535 -1.1946 1.2690
N -3.1276 -1.1205 1.6828
C -3.8650 -0.6244 0.7317
S -3.1376 -0.0802 -0.7623
S -5.5662 -0.4621 0.8600
C -5.8459 -0.7671 2.6321
C -5.4185 0.3868 3.4951
C -6.0773 1.6104 3.4016
C -5.6988 2.6745 4.2023
C -4.6599 2.5224 5.1123
C -4.0051 1.3054 5.2142
C -4.3772 0.2417 4.4028
C -0.5402 0.0682 2.8445
C -0.3364 0.0113 4.2175
C -0.2493 1.1963 4.9330
C -0.3680 2.4232 4.2863
C -0.5545 2.4957 2.9133
C -0.6323 1.3030 2.2209
O -0.6898 1.2666 0.8425
H -0.1864 -2.8156 3.0648
H 1.2158 -2.0721 2.2831
H 0.0625 -3.0378 1.3369
H -5.3551 -1.6981 2.9070
H -6.9252 -0.9201 2.6765
H -6.8945 1.7322 2.6994
H -6.2201 3.6193 4.1249
H -4.3710 3.3502 5.7465
H -3.2047 1.1796 5.9303
H -3.8630 -0.7083 4.4795
H -0.2364 -0.9422 4.7204
H -0.0794 1.1669 6.0008
H -0.2969 3.3389 4.8578
H -0.6257 3.4393 2.3910
O 0.2770 -1.4352 -5.8876
C -0.0208 -2.5641 -5.2718
O -0.0596 -3.6217 -5.8355
C -0.2974 -2.5067 -3.7938
C -0.6181 -3.6234 -3.0205
Cl -0.8146 -5.2334 -3.4637
N -0.8154 -3.2335 -1.7483
N -0.6270 -1.8983 -1.6405
C -0.3266 -1.4613 -2.8736
C -0.1134 0.0195 -3.0025
O 0.2297 0.5293 -4.0468
O -0.2946 0.6444 -1.8815
C -1.1566 -4.0679 -0.6317
C -0.2360 -5.0060 -0.1915
C -0.5658 -5.8017 0.8940
C -1.7962 -5.6453 1.5206
C -2.7097 -4.7096 1.0558
C -2.3974 -3.9182 -0.0395
H 0.2680 -0.6477 -5.2913
H 0.7175 -5.1112 -0.6919
H 0.1371 -6.5421 1.2502
H -2.0493 -6.2674 2.3687
H -3.6730 -4.6036 1.5362
H -3.1038 -3.1998 -0.4354
Cl 2.4497 -2.6868 -1.1441
C 2.8008 -0.9649 -1.1086
Cl 1.9009 -0.1205 0.1881
H 2.5165 -0.5100 -2.0507
H 3.8515 -0.8194 -0.8888

Force components x, y, z for each atom (eV/Å):
-1.2 0.1 0.8
0.0 0.0 0.1
-0.1 -0.2 0.0
0.5 0.6 -0.5
0.3 -0.1 0.0
-0.2 0.0 -0.1
0.3 0.0 0.1
0.0 0.0 -0.1
0.0 0.0 0.0
0.0 0.0 0.0
0.0 0.0 0.0
0.0 0.0 0.0
0.0 0.0 0.0
0.0 0.0 0.0
0.0 0.0 0.0
0.0 -0.1 0.1
0.0 0.0 0.0
0.0 0.0 0.0
0.0 0.0 0.0
0.0 0.0 0.1
0.1 0.1 -0.3
0.2 -0.3 -0.1
0.0 0.0 0.0
0.0 0.0 0.0
0.0 0.0 0.0
0.0 0.0 0.0
0.0 0.0 0.0
0.0 0.0 0.0
0.0 0.0 0.0
0.0 0.0 0.0
0.0 0.0 0.0
0.0 0.0 0.0
0.0 0.0 0.0
0.0 0.0 0.0
0.0 0.0 0.0
0.0 0.0 0.0
0.0 0.1 0.1
0.1 -0.1 0.0
0.0 0.0 0.0
0.0 0.0 0.0
0.0 0.0 -0.1
0.0 0.0 0.0
0.0 0.1 0.0
0.2 -0.1 -0.1
0.0 0.0 0.0
0.1 0.0 0.1
0.0 -0.1 -0.1
-0.2 -0.1 0.0
0.0 0.0 -0.1
0.0 0.0 0.0
0.0 0.0 0.0
0.0 0.0 0.0
0.0 0.0 0.0
0.0 0.0 0.0
0.0 0.0 0.0
0.0 0.0 0.0
0.0 0.0 0.0
0.0 0.0 0.0
0.0 0.0 0.0
0.0 0.0 0.0
0.1 0.0 0.0
0.0 0.0 -0.1
0.0 -0.1 0.0
0.0 0.0 0.0
0.0 0.0 0.0

Results
Energy relative to the best compared isomer or geometry (same formula, charge and spin) (kcal/mol): 0.0
Charge: +1
Total energy (eV): -106679.766
Maximum force (eV/A): 1.45
E_LUMO (spin up / spin down) (eV): -5.1 / -5.6
HOMO-LUMO gap (spin up / spin down) (hartree): 0.23826 / 0.22109